(1)
14
Properties=species:S:1:pos:R:3:forces:R:3:nbo_charge:R:1 method="wB97M-V/def2-TZVPD" lumo_energy_ev=3.015 homo_energy_ev=-5.4739 de_lowest_kcal_mol=5.2 charge=-1 orbital_gap_ev=8.5
Mg -9.645196 -16.354883 -24.833958 0.811 1.460 1.158 1.706
Cl -10.069409 -15.324242 -22.804717 -0.197 0.150 0.050 -0.888
Cl -7.580338 -15.819204 -25.625719 0.623 0.379 -0.273 -0.895
B -10.089428 -18.298307 -25.219148 -0.391 -2.206 -0.252 -0.848
H -11.128298 -17.832879 -24.803587 -0.410 0.123 -0.219 -0.032
H -9.667853 -17.700246 -26.172742 -0.094 -0.020 -0.412 -0.043
H -9.312648 -18.121441 -24.311458 0.378 -0.484 0.225 -0.038
H -10.168696 -19.468409 -25.522327 -0.097 0.163 0.199 0.015
C -11.341217 -15.815743 -27.295597 0.064 0.395 -0.139 -0.253
O -10.756858 -15.305621 -26.089896 -0.936 0.387 -0.733 -0.787
H -12.220085 -15.225503 -27.563093 -0.081 -0.083 0.114 0.162
H -10.627296 -15.747042 -28.117091 0.094 -0.150 0.034 0.180
H -11.617373 -16.847018 -27.118249 0.011 -0.071 0.023 0.219
H -10.793173 -14.345602 -26.106508 0.226 -0.042 0.223 0.502

(2)
13
Properties=species:S:1:pos:R:3:forces:R:3:nbo_charge:R:1 method="wB97M-V/def2-TZVPD" s_squared=6.038 lumo_energy_ev="-2.327 / -2.133" homo_energy_ev="-9.6945 / -9.6951" spin_multiplicity=5 orbital_gap_ev="7.4 / 7.6"
Cr 2.919375 0.223442 0.331277 -2.492 -0.588 0.356 1.349
Cl 1.769044 -1.815032 0.257011 1.173 1.068 -0.095 -0.637
B 1.106048 1.668610 1.016854 0.100 0.810 -0.312 -0.660
H 1.641454 0.687209 1.507351 0.646 -0.943 0.677 -0.057
H 1.453093 2.631854 1.632704 0.469 0.098 0.078 0.018
H 1.418494 1.739346 -0.166851 0.310 -0.092 -0.496 -0.062
H -0.059173 1.494951 1.161783 -0.176 -0.369 -0.217 0.055
C -1.935017 -0.897385 -1.137771 0.221 -0.149 -0.623 -0.246
O -1.538170 -2.005619 -0.357149 -0.160 0.015 0.144 -0.733
H -1.337794 -0.840078 -2.057983 0.088 0.148 0.099 0.152
H -2.954840 -1.066503 -1.480884 -0.101 0.023 0.295 0.177
H -1.862631 0.056181 -0.610033 -0.070 -0.032 0.084 0.167
H -0.619883 -1.876976 -0.096309 -0.008 0.012 0.010 0.477

(3)
19
Properties=species:S:1:pos:R:3:forces:R:3:nbo_charge:R:1 method="wB97M-V/def2-TZVPD" lumo_energy_ev=-6.040 homo_energy_ev=-12.9866 charge=+1 orbital_gap_ev=6.9
O -1.043980 3.394462 -0.925299 0.092 -0.179 0.025 -1.059
P -1.002012 1.992987 -0.524023 -0.214 -0.181 0.198 2.398
O -1.643027 1.607730 0.861677 -0.209 0.524 -0.009 -1.007
O -1.627372 1.031276 -1.641948 0.048 -0.014 0.062 -0.996
C 0.696891 1.417196 -0.269875 0.674 -0.098 -0.683 -1.315
Ga 0.968854 -0.600785 -0.548977 -0.215 -0.184 0.702 0.388
P -0.104182 -1.818093 1.098014 -0.077 -0.355 0.109 1.997
O -1.446493 -1.196777 1.156727 0.033 0.024 -0.164 -1.126
O -0.050911 -3.388442 0.819775 0.118 0.220 -0.070 -0.970
O 0.712841 -1.899588 2.465409 0.019 0.199 -0.215 -0.970
H -2.208626 0.833420 0.973372 0.177 -0.302 -0.023 0.552
H -1.922002 0.155777 -1.359247 -0.055 0.020 0.098 0.517
H 1.245261 2.062248 -0.990362 -0.141 0.453 0.150 0.125
H 1.022199 1.756245 0.715917 0.021 -0.072 -0.035 0.283
H 0.593998 -0.950176 -2.060669 0.462 0.237 -0.254 -0.250
H 2.692057 -0.563286 -0.618614 -0.028 -0.273 0.122 -0.447
H -0.411379 -3.639983 -0.036194 -0.179 -0.116 -0.036 0.513
H 0.752842 -1.054954 2.926970 -0.101 0.029 0.194 0.514
Ca 2.775042 0.860744 -2.042653 -0.426 0.068 -0.171 1.852

(4)
11
Properties=species:S:1:pos:R:3:forces:R:3:nbo_charge:R:1 method="wB97M-V/def2-TZVPD" lumo_energy_ev=0.960 homo_energy_ev=-9.4604 smiles=CN.N de_lowest_kcal_mol=5.8 orbital_gap_ev=10.4
C 1.224005 -0.539512 -0.189725 0.531 -1.559 0.123 -0.424
N 2.405841 -0.700419 -1.075558 -0.824 0.548 -0.448 -0.832
H 0.309936 -0.791670 -0.730855 0.026 0.466 -0.127 0.187
H 1.298476 -1.357354 0.526922 -0.090 0.174 0.448 0.186
H 1.132497 0.384506 0.362447 -0.009 0.426 -0.142 0.183
H 2.050495 -0.580845 -2.019223 0.381 -0.067 -0.061 0.348
H 3.080681 0.044324 -0.957202 -0.025 0.014 0.210 0.353
N -2.898978 1.065721 1.003876 -0.360 0.624 -0.692 -1.100
H -3.799120 0.634193 0.895299 -0.027 -0.142 0.398 0.365
H -2.510663 1.064710 1.926782 0.062 -0.375 0.033 0.371
H -2.293170 0.776345 0.257236 0.335 -0.110 0.259 0.365

(5)
12
Properties=species:S:1:pos:R:3:forces:R:3:nbo_charge:R:1 method="wB97M-V/def2-TZVPD" lumo_energy_ev=0.973 homo_energy_ev=-9.4212 smiles=NCN.O de_lowest_kcal_mol=3.5 orbital_gap_ev=10.4
N 1.327956 1.359185 1.064532 0.003 0.026 0.373 -0.854
C 0.368662 0.944522 0.042622 0.060 0.115 0.339 -0.057
N -0.216446 -0.401842 0.209252 0.073 1.531 -0.296 -0.855
H 1.806455 0.572347 1.482927 0.154 -0.074 -0.178 0.352
H 0.924131 1.882580 1.830448 -0.211 -0.036 -0.122 0.357
H 0.912126 0.988245 -0.895543 -0.345 -0.149 -0.354 0.181
H -0.439696 1.670543 0.048054 -0.002 0.125 -0.244 0.177
H -0.487978 -0.434171 1.178006 0.002 -0.665 0.302 0.358
H 0.536893 -1.020123 -0.002920 0.391 -0.931 0.379 0.360
O -1.319591 -2.028991 -1.893106 -0.351 -0.339 -0.317 -0.967
H -1.140216 -1.593891 -1.052208 0.046 0.451 0.160 0.486
H -2.272300 -1.938405 -2.012069 0.181 -0.053 -0.043 0.461

(6)
13
Properties=species:S:1:pos:R:3:forces:R:3:nbo_charge:R:1 method="wB97M-V/def2-TZVPD" lumo_energy_ev=0.589 homo_energy_ev=-9.4350 smiles="[H]/N=C/N.O.O" de_lowest_kcal_mol=39.8 orbital_gap_ev=10.0
H -4.413285 -0.377851 -0.142965 1.338 -0.551 -0.271 0.357
N -3.512172 -0.337133 -0.671181 2.697 -2.325 1.612 -0.732
C -2.498907 -1.111492 -0.248923 -1.467 -0.160 -0.123 0.272
N -1.280416 -1.189054 -0.973637 -4.684 -0.471 -0.940 -0.833
H -2.388438 -1.968861 0.575202 -1.097 2.264 -1.044 0.158
H -1.447835 -0.709781 -1.830481 0.654 0.679 -0.660 0.379
H -0.485962 -0.986429 -0.486186 2.636 0.572 1.448 0.396
O 4.387171 1.489773 0.520399 2.777 -3.359 0.562 -0.947
H 4.738800 0.548296 0.145844 -1.393 3.409 1.231 0.474
H 4.992607 1.578658 1.336030 -1.481 -0.044 -1.812 0.474
O 0.686371 0.669705 0.727384 2.028 1.504 -0.757 -0.978
H -0.200995 1.042958 0.613192 0.618 0.387 -0.115 0.480
H 1.423057 1.351210 0.435327 -2.625 -1.905 0.870 0.500

(7)
15
Properties=species:S:1:pos:R:3:forces:R:3:nbo_charge:R:1 method="wB97M-V/def2-TZVPD" lumo_energy_ev=0.971 homo_energy_ev=-9.7178 smiles=COON.NOO de_lowest_kcal_mol=10.3 orbital_gap_ev=10.7
C -2.301617 -0.493003 0.935503 -0.288 0.464 0.251 -0.267
O -1.240787 -0.162693 0.099133 1.080 -0.167 -1.015 -0.377
O -1.100517 1.358517 0.083933 -0.935 0.216 0.908 -0.145
N -0.206617 1.793837 -0.780717 0.366 -0.129 -0.715 -0.457
H -3.241797 -0.079213 0.564183 -0.074 -0.024 0.019 0.176
H -2.127377 -0.144543 1.956693 -0.040 -0.037 0.064 0.175
H -2.350147 -1.580743 0.920153 -0.024 -0.037 0.021 0.200
H -0.444397 1.612917 -1.756187 -0.110 -0.102 0.307 0.340
H 0.754573 1.547957 -0.567267 -0.031 -0.161 0.170 0.365
N 1.572393 -1.093853 0.264683 0.195 0.239 0.380 -0.554
O 2.007743 -0.660563 -0.988287 -0.209 -0.539 -0.136 -0.170
O 2.689083 0.581397 -0.842357 0.080 0.410 0.156 -0.468
H 1.836063 -2.068553 0.357533 0.061 0.100 -0.193 0.344
H 0.561463 -0.961443 0.323473 0.120 0.000 -0.238 0.377
H 3.591943 0.349977 -0.570467 -0.191 -0.232 0.021 0.461

(8)
12
Properties=species:S:1:pos:R:3:forces:R:3:nbo_charge:R:1 method="wB97M-V/def2-TZVPD" lumo_energy_ev=-3.869 homo_energy_ev=-13.7827 de_lowest_kcal_mol=31.2 charge=+1 orbital_gap_ev=9.9
C 0.330851 1.097091 -0.430542 -0.620 -1.529 -1.796 -0.528
N -1.351150 -1.219063 -0.239309 -2.173 -1.960 -0.986 -1.221
N 1.400129 0.101693 0.021508 -1.871 -0.156 0.071 -0.679
P -1.506027 0.457084 0.032625 2.442 -0.015 2.222 0.861
H 0.577903 1.383078 -1.500171 -0.644 -0.419 1.324 0.253
H 0.266038 1.937421 0.186448 0.879 1.478 0.973 0.235
H -2.121904 -1.687670 -0.894971 2.216 1.568 1.786 0.433
H -1.434179 -1.681959 0.676113 0.097 -0.100 -0.807 0.409
H 1.284392 -0.762633 -0.488039 0.014 -0.334 -0.980 0.446
H 2.373207 0.341621 0.045962 0.655 0.644 -0.110 0.444
H 1.097920 -0.236829 0.919135 0.127 0.211 1.183 0.438
H -0.917175 0.270165 1.671246 -1.122 0.611 -2.880 -0.089

(9)
13
Properties=species:S:1:pos:R:3:forces:R:3:nbo_charge:R:1 method="wB97M-V/def2-TZVPD" lumo_energy_ev=0.409 homo_energy_ev=-8.9709 smiles=NCN.SS de_lowest_kcal_mol=6.2 orbital_gap_ev=9.4
N -1.655945 -1.323812 -1.378251 -0.442 -0.023 0.194 -0.885
C -0.818713 -0.528260 -0.517625 0.601 0.163 0.209 -0.065
N -1.456584 0.552016 0.205588 0.664 0.007 0.054 -0.850
H -1.512715 -1.259607 -2.373936 0.142 -0.181 0.246 0.372
H -1.867432 -2.243797 -1.032477 0.028 -0.060 -0.301 0.369
H -0.010593 -0.094861 -1.103392 0.007 0.191 -0.183 0.170
H -0.287262 -1.129730 0.228253 -0.278 -0.190 -0.079 0.173
H -1.876310 1.208165 -0.431727 -0.437 0.018 0.159 0.357
H -2.075345 0.234295 0.936955 -0.253 0.098 -0.281 0.359
S 2.905180 0.022021 1.206651 0.092 0.253 0.078 -0.126
S 3.014709 1.793902 2.266955 -0.071 -0.161 -0.001 -0.131
H 3.731383 0.392041 0.215959 -0.044 -0.091 -0.055 0.125
H 1.909627 2.377627 1.777048 -0.010 -0.025 -0.040 0.132

(10)
12
Properties=species:S:1:pos:R:3:forces:R:3:nbo_charge:R:1 method="wB97M-V/def2-TZVPD" lumo_energy_ev=-3.648 homo_energy_ev=-14.2855 smiles=NNC[NH3+] de_lowest_kcal_mol=77.3 charge=+1 orbital_gap_ev=10.6
N 0.841227 -1.127814 -0.072595 3.505 2.969 2.165 -0.649
N -0.249201 -0.792956 0.682825 -2.267 -0.327 -0.459 -0.479
C -0.653564 0.564351 0.443079 -1.979 1.043 0.853 -0.069
N -0.200251 0.841080 -0.937608 -3.111 0.646 -1.223 -0.737
H 0.928929 -2.057825 -0.234143 -0.329 -3.550 -0.766 0.393
H 1.735859 -0.885301 0.467372 -1.129 -0.253 -1.157 0.354
H -0.252394 -0.987497 1.653763 0.334 -0.513 0.865 0.384
H -1.915376 0.674273 0.487039 3.865 -0.015 0.338 0.250
H -0.017928 1.251915 1.090105 -1.561 -0.281 -0.388 0.195
H 0.349620 -0.040842 -1.112900 0.143 -0.639 -0.626 0.453
H 0.511932 1.547538 -0.895360 -0.176 1.001 -0.710 0.439
H -1.078854 1.013079 -1.571576 2.704 -0.082 1.108 0.467

Please write out number 2 again, unchanged.
13
Properties=species:S:1:pos:R:3:forces:R:3:nbo_charge:R:1 method="wB97M-V/def2-TZVPD" s_squared=6.038 lumo_energy_ev="-2.327 / -2.133" homo_energy_ev="-9.6945 / -9.6951" spin_multiplicity=5 orbital_gap_ev="7.4 / 7.6"
Cr 2.919375 0.223442 0.331277 -2.492 -0.588 0.356 1.349
Cl 1.769044 -1.815032 0.257011 1.173 1.068 -0.095 -0.637
B 1.106048 1.668610 1.016854 0.100 0.810 -0.312 -0.660
H 1.641454 0.687209 1.507351 0.646 -0.943 0.677 -0.057
H 1.453093 2.631854 1.632704 0.469 0.098 0.078 0.018
H 1.418494 1.739346 -0.166851 0.310 -0.092 -0.496 -0.062
H -0.059173 1.494951 1.161783 -0.176 -0.369 -0.217 0.055
C -1.935017 -0.897385 -1.137771 0.221 -0.149 -0.623 -0.246
O -1.538170 -2.005619 -0.357149 -0.160 0.015 0.144 -0.733
H -1.337794 -0.840078 -2.057983 0.088 0.148 0.099 0.152
H -2.954840 -1.066503 -1.480884 -0.101 0.023 0.295 0.177
H -1.862631 0.056181 -0.610033 -0.070 -0.032 0.084 0.167
H -0.619883 -1.876976 -0.096309 -0.008 0.012 0.010 0.477

Copy entry 5 word for word.
12
Properties=species:S:1:pos:R:3:forces:R:3:nbo_charge:R:1 method="wB97M-V/def2-TZVPD" lumo_energy_ev=0.973 homo_energy_ev=-9.4212 smiles=NCN.O de_lowest_kcal_mol=3.5 orbital_gap_ev=10.4
N 1.327956 1.359185 1.064532 0.003 0.026 0.373 -0.854
C 0.368662 0.944522 0.042622 0.060 0.115 0.339 -0.057
N -0.216446 -0.401842 0.209252 0.073 1.531 -0.296 -0.855
H 1.806455 0.572347 1.482927 0.154 -0.074 -0.178 0.352
H 0.924131 1.882580 1.830448 -0.211 -0.036 -0.122 0.357
H 0.912126 0.988245 -0.895543 -0.345 -0.149 -0.354 0.181
H -0.439696 1.670543 0.048054 -0.002 0.125 -0.244 0.177
H -0.487978 -0.434171 1.178006 0.002 -0.665 0.302 0.358
H 0.536893 -1.020123 -0.002920 0.391 -0.931 0.379 0.360
O -1.319591 -2.028991 -1.893106 -0.351 -0.339 -0.317 -0.967
H -1.140216 -1.593891 -1.052208 0.046 0.451 0.160 0.486
H -2.272300 -1.938405 -2.012069 0.181 -0.053 -0.043 0.461